No. 1
{"formula": "C15H26ClN2O2PtSbSi", "method": "wB97M-V/def2-TZVPD", "total_charge": 2, "e_lumo_ev": -8.613, "spin_multiplicity": 1, "energy_ha": -1955.799801, "gap_ev": 7.040, "elements": ["O", "H", "N", "H", "H", "H", "H", "O", "C", "C", "H", "H", "N", "H", "H", "H", "Si", "H", "C", "H", "H", "C", "H", "C", "H", "C", "C", "H", "Cl", "C", "C", "C", "C", "Sb", "C", "H", "H", "H", "H", "H", "H", "C", "C", "H", "Pt", "H", "C", "H", "H"], "coordinates": [[-1.99411, 0.02799, -1.41091], [-1.27736, -2.07293, 1.46060], [1.64972, -2.04900, -0.64116], [-0.23843, -1.21055, -0.77345], [0.46754, 5.53915, 0.20723], [-2.97379, -1.91034, -3.45671], [0.12067, -2.14098, 4.83760], [-1.72834, -3.94235, -3.16595], [-1.33130, -2.84566, -2.85294], [-1.78257, 3.08999, 0.60017], [-2.26168, 0.28034, -3.45320], [-0.16316, 1.98761, 3.05679], [-2.07446, -1.71930, -3.03603], [-0.65556, -0.20104, -2.90316], [0.67835, -4.34716, -3.54250], [-0.16383, 1.15581, 4.64820], [-0.11346, 3.19920, -0.22132], [-2.09989, -0.93972, 2.55905], [-1.31317, -1.04264, 1.80938], [3.52262, -2.95399, -0.65692], [-2.95093, 0.08726, -1.30057], [2.24762, -3.75647, -2.18773], [1.03922, 4.52451, 1.52843], [0.93035, 4.57845, 0.44386], [-1.71989, 3.12218, 1.68960], [0.98086, -3.68572, -2.74097], [0.06039, -2.75911, -2.25342], [-0.83740, 2.35241, -2.42380], [3.42608, -0.06325, 2.71532], [2.54523, -2.92537, -1.13095], [0.95241, -2.08751, 4.13304], [0.42987, -1.94579, -1.19975], [-0.21624, 3.17608, -2.07207], [0.49058, -0.55421, 2.76818], [-1.72228, -0.35953, -2.75587], [-2.31331, 2.18541, 0.30019], [-1.47632, -0.35390, 0.98331], [1.38216, 1.67231, 3.90751], [2.99115, -4.44966, -2.55331], [-0.66691, 4.10859, -2.41950], [-2.39069, 3.94493, 0.29577], [1.40636, 0.58262, 0.53626], [0.37658, 1.31131, 3.71352], [1.87566, -1.83523, 4.64734], [2.36136, -1.00590, 0.96195], [1.92722, 4.57326, 0.00082], [0.78672, 1.59591, 0.27032], [0.77065, 3.09754, -2.53005], [1.04569, -3.03558, 3.60782]], "nbo_charge": [-0.75, 0.26, -0.49, 0.25, 0.27, 0.43, 0.27, -0.54, 0.66, -1.11, 0.21, 0.26, -0.63, 0.19, 0.28, 0.27, 1.60, 0.28, -1.00, 0.22, 0.49, -0.22, 0.25, -1.11, 0.24, -0.04, -0.15, 0.24, -0.33, 0.05, -0.98, 0.05, -1.11, 1.78, 0.07, 0.24, 0.28, 0.28, 0.27, 0.27, 0.27, -0.32, -0.96, 0.28, 0.81, 0.26, -0.35, 0.26, 0.26]}

***

No. 2
{"formula": "C15H26F12K2O15P2", "method": "wB97M-V/def2-TZVPD", "e_lumo_ev": -1.528, "spin_multiplicity": 1, "energy_ha": -4797.243105, "gap_ev": 8.896, "elements": ["F", "H", "H", "C", "O", "H", "O", "H", "F", "H", "O", "F", "O", "F", "C", "H", "H", "C", "H", "O", "C", "O", "H", "H", "C", "H", "H", "F", "H", "O", "H", "C", "F", "H", "H", "H", "K", "C", "H", "O", "C", "O", "C", "H", "K", "C", "O", "O", "O", "C", "H", "H", "C", "P", "O", "C", "O", "H", "O", "F", "H", "H", "F", "F", "F", "F", "F", "P", "H", "H", "C", "C"], "coordinates": [[4.83310, -4.59804, 1.68753], [-5.91955, 1.32246, -2.46309], [3.83047, 1.34878, -1.07213], [-4.21616, -3.72365, -1.17050], [3.63542, 1.29176, 4.85784], [-1.93208, 1.16292, -2.14485], [4.03414, 2.71366, 0.49084], [-6.58923, -0.26145, -2.93013], [0.99926, -0.09343, -1.41078], [5.53205, 1.72613, 4.24962], [-1.26358, 4.70627, -4.08712], [1.68290, -1.94633, -0.39313], [-3.47705, -3.47512, -3.23308], [4.38180, -6.11977, 3.25404], [1.52183, -1.49657, 4.80866], [4.53907, 3.14260, 4.59280], [2.40421, 3.57157, -2.05270], [-4.62498, 0.34946, -0.26832], [-3.30950, 1.00899, 1.83050], [3.69233, -0.56649, 3.42684], [2.51239, 3.12884, -1.06256], [-3.89614, 1.31096, -0.55511], [-2.48592, -0.39690, 1.69825], [1.12938, -1.31924, 3.80734], [-1.12803, 6.04725, -3.76871], [-1.61829, 6.25377, -2.81734], [-4.93012, -0.06889, -3.07502], [2.17883, -5.56076, 3.29971], [-0.06502, 6.22233, -3.60301], [-1.54597, 2.65808, -3.53600], [-1.47918, 0.69995, -3.72817], [-4.10469, -4.40607, -2.49360], [3.25620, -6.25010, 1.36752], [-5.04989, -4.61880, -2.99305], [0.75495, -1.83083, 5.50742], [-4.99625, -2.99097, -0.96377], [0.99718, -2.35854, -3.35398], [3.83417, 2.41571, -0.84909], [4.25211, 2.23452, 3.10789], [2.03571, -0.18474, 5.03473], [-3.50811, -0.06187, 1.87425], [-5.58209, -0.19112, -1.04424], [4.52911, 2.14307, 4.15813], [2.30549, -2.24375, 4.93400], [4.15448, -1.97924, 0.78678], [3.50390, 3.90134, 0.78767], [2.57105, 4.17206, -0.20642], [-1.83222, -2.06181, -2.91565], [-4.48031, -0.33558, 0.83451], [-5.75805, 0.24475, -2.43920], [1.63747, 2.51004, -0.86332], [-1.58422, 6.62077, -4.57559], [-2.75360, -2.72740, -2.43294], [0.74675, -0.65296, 0.08492], [-3.14165, -2.85385, -1.19857], [-1.22804, 1.40935, -2.93964], [-0.01528, 3.90633, -2.36638], [-3.55230, -5.34356, -2.42967], [3.98065, 4.72143, 1.58210], [-0.52332, -1.53025, -0.36333], [-4.20543, -4.45599, -0.36324], [-3.86911, -0.52561, 2.79225], [0.58614, -1.29463, 1.59323], [-0.24586, 0.55615, 0.57296], [2.65982, -3.95611, 1.54435], [3.76521, -3.95527, 3.63056], [2.13016, 0.10379, 0.47242], [3.46956, -5.05508, 2.45379], [-0.20800, 1.21171, -2.61014], [4.72309, 2.76866, -1.37192], [-0.83832, 3.74021, -3.29251], [3.15721, 0.16490, 4.31483]], "lowdin_charge": [-0.22, 0.10, 0.12, -0.11, 0.00, 0.09, 0.04, 0.09, -0.20, 0.10, -0.01, -0.28, 0.10, -0.17, -0.03, 0.10, 0.13, -0.59, 0.10, 0.02, -0.19, 0.08, 0.08, 0.08, -0.05, 0.10, 0.09, -0.16, 0.10, 0.03, 0.09, -0.16, -0.17, 0.15, 0.09, 0.14, 0.93, -0.13, 0.08, -0.02, 0.01, -0.02, -0.03, 0.09, 0.90, -0.47, 0.07, 0.03, 0.00, 0.00, 0.12, 0.10, -0.57, 0.23, 0.12, -0.03, 0.09, 0.14, 0.12, -0.14, 0.15, 0.10, -0.16, -0.14, -0.24, -0.17, -0.18, 0.18, 0.07, 0.13, -0.56, -0.48]}